No. 1
The following is a DFT calculation (ωB97M-V/def2-TZVPD) of one molecule with the formula C4H5N3 in a non-equilibrium geometry.

Results
Energy relative to the best compared isomer or geometry (same formula, charge and spin) in eV: 1.479
HOMO level in eV: -9.54
E_LUMO in eV: 0.7
F_max in eV/A: 1.2
Gap between HOMO and LUMO in eV: 10.272
SMILES: N#C[C@H]1CN=CN1

```
12
Properties=species:S:1:pos:R:3:forces:R:3
N -1.490 2.665 0.179 0.7 -0.9 -0.3
C -0.795 1.774 -0.067 -0.5 0.6 0.6
C 0.113 0.656 -0.365 0.2 -0.1 0.3
C 0.916 -0.026 0.865 0.1 0.4 -0.4
N 0.587 -1.441 0.806 -0.1 0.0 -0.5
C -0.224 -1.605 -0.157 0.1 -0.2 0.1
N -0.565 -0.507 -0.929 -0.1 -0.1 0.0
H 0.838 1.027 -1.109 -0.2 0.0 0.4
H 1.949 0.156 0.589 0.3 -0.3 0.3
H 0.802 0.306 1.913 -0.4 0.4 -0.7
H -0.624 -2.573 -0.441 -0.1 0.1 0.1
H -1.507 -0.431 -1.284 0.1 0.1 0.0
```
Positions in Å, forces in eV/Å.

=====

No. 2
The following is a DFT calculation (ωB97M-V/def2-TZVPD) of a 2-piece molecular cluster, C5H8N2O overall in a non-equilibrium geometry.

Results
Energy relative to the best compared isomer or geometry (same formula, charge and spin) in eV: 9.085
HOMO level in eV: -8.87
E_LUMO in eV: 0.8
F_max in eV/A: 5.1
Gap between HOMO and LUMO in eV: 9.687

```
16
Properties=species:S:1:pos:R:3:forces:R:3
C -0.694 1.666 0.728 -2.0 4.7 0.1
C -0.263 0.473 -0.144 0.8 0.9 -2.6
C -1.490 -1.199 0.179 0.9 2.6 0.5
C 0.024 -0.964 0.086 0.2 -1.1 -1.1
C 1.128 0.627 -0.870 -2.5 1.2 1.6
H 0.040 2.790 1.281 -1.6 -4.3 -1.7
H -1.302 2.374 -0.191 1.6 -2.2 2.8
H -1.537 1.389 1.530 2.1 0.6 -1.8
H -1.789 -1.954 -0.481 -1.1 -1.7 0.3
H -1.976 -0.954 1.163 0.1 -0.5 -1.2
H -0.095 -1.256 -1.210 2.3 0.1 3.3
H 1.892 -1.740 1.094 -1.6 2.8 -1.7
H 1.599 1.105 -1.648 0.1 2.1 -1.9
N 1.276 -0.872 0.764 1.6 -1.7 0.8
N 1.969 0.119 -0.106 1.7 -4.0 2.0
O -1.473 -0.012 -0.752 -2.4 0.7 0.5
```
Positions in Å, forces in eV/Å.

=====

No. 3
The following is a DFT calculation (ωB97M-V/def2-TZVPD) of one molecule with the formula C23H24N4O3S.

Results
Energy relative to the best compared isomer or geometry (same formula, charge and spin) in eV: 1.494
HOMO level in eV: -7.89
E_LUMO in eV: 0.2
F_max in eV/A: 0.9
Gap between HOMO and LUMO in eV: 8.118
SMILES: COc1ccccc1N1CCN(C(=O)CSc2nc(-c3ccccc3)cc(=O)[nH]2)CC1

```
55
Properties=species:S:1:pos:R:3:forces:R:3
C 3.759 -1.566 -3.141 0.0 -0.1 -0.2
O 3.508 -0.891 -1.934 0.1 0.2 0.5
C 4.548 -0.684 -1.064 -0.1 0.0 0.1
C 5.835 -1.156 -1.284 0.0 -0.1 -0.2
C 6.835 -0.969 -0.344 0.0 0.0 0.0
C 6.559 -0.297 0.830 0.1 -0.1 0.0
C 5.289 0.201 1.047 0.0 -0.1 -0.2
C 4.264 0.028 0.120 0.3 -0.1 -0.1
N 3.021 0.600 0.410 -0.2 0.0 0.0
C 2.318 0.166 1.595 -0.1 0.1 0.3
C 1.481 1.331 2.137 0.2 -0.4 0.2
N 0.578 1.787 1.107 0.4 0.1 -0.1
C -0.767 1.738 1.105 -0.4 0.0 0.3
O -1.434 2.109 0.157 -0.2 0.1 -0.2
C -1.457 1.225 2.363 -0.1 -0.3 -0.1
S -1.148 -0.547 2.647 0.2 0.0 0.3
C -2.347 -1.253 1.576 -0.1 0.4 0.0
N -3.188 -0.486 0.984 0.1 0.2 0.1
C -4.110 -1.057 0.153 0.2 -0.9 0.0
C -5.017 -0.109 -0.500 -0.4 0.3 -0.2
C -6.302 -0.484 -0.889 0.2 0.0 0.0
C -7.136 0.429 -1.505 -0.1 0.0 -0.1
C -6.699 1.723 -1.743 0.0 0.0 0.0
C -5.424 2.102 -1.355 0.0 0.1 0.0
C -4.586 1.197 -0.731 0.0 -0.2 0.0
C -4.146 -2.407 -0.050 -0.2 0.4 -0.1
C -3.225 -3.286 0.616 0.1 0.1 0.2
O -3.155 -4.493 0.535 0.0 -0.3 0.0
N -2.317 -2.595 1.447 0.1 0.0 0.0
C 1.279 2.183 -0.099 0.0 -0.1 -0.5
C 2.107 1.008 -0.630 -0.2 0.5 -0.1
H 4.102 -2.591 -2.968 0.0 0.0 0.0
H 2.804 -1.591 -3.664 0.1 0.0 0.0
H 4.493 -1.035 -3.756 0.0 0.0 0.0
H 6.066 -1.699 -2.186 0.0 0.0 -0.1
H 7.824 -1.356 -0.537 0.1 0.0 0.0
H 7.331 -0.147 1.570 0.1 0.0 0.1
H 5.076 0.751 1.952 -0.1 0.1 0.1
H 3.030 -0.164 2.351 0.0 0.0 0.0
H 1.640 -0.674 1.366 0.1 0.0 0.1
H 0.945 1.016 3.030 0.0 0.1 0.0
H 2.149 2.160 2.396 0.0 -0.1 0.1
H -2.533 1.328 2.222 0.2 0.1 0.0
H -1.130 1.751 3.259 0.0 -0.1 0.0
H -6.657 -1.484 -0.688 0.0 -0.1 0.0
H -8.132 0.133 -1.799 -0.1 0.0 0.0
H -7.353 2.432 -2.227 0.0 0.1 0.0
H -5.080 3.109 -1.538 0.0 0.1 0.0
H -3.590 1.487 -0.435 0.1 0.0 0.1
H -4.849 -2.863 -0.726 0.0 0.0 -0.1
H -1.636 -3.153 1.948 -0.1 0.0 -0.1
H 0.537 2.496 -0.834 0.1 0.0 0.1
H 1.941 3.021 0.138 0.0 0.0 0.0
H 2.672 1.333 -1.502 -0.1 0.0 0.0
H 1.429 0.195 -0.930 0.1 0.1 0.0
```
Positions in Å, forces in eV/Å.

=====

No. 4
The following is a DFT calculation (ωB97M-V/def2-TZVPD) of an isolated ion of composition C11H11O2 and charge -1 in a non-equilibrium geometry.

Results
Energy relative to the best compared isomer or geometry (same formula, charge and spin) in eV: 3.429
HOMO level (alpha / beta) in eV: -3.88 / -3.89
Net charge: -1
E_LUMO (alpha / beta) in eV: 3.5 / 3.5
F_max in eV/A: 6.2
Gap between HOMO and LUMO (alpha / beta) in eV: 7.361 / 7.366

```
24
Properties=species:S:1:pos:R:3:forces:R:3
C 2.660 -2.013 0.174 -4.7 3.5 -0.5
C 2.698 -0.615 0.042 1.2 1.6 0.4
C 1.363 -2.624 0.271 1.6 4.5 -0.6
C 1.526 0.210 -0.002 1.3 -2.7 -0.3
C 0.275 -1.780 0.228 -2.9 -0.3 -0.4
C 0.310 -0.387 -0.003 -0.3 -2.6 1.8
C -3.337 -1.097 0.112 0.2 -1.0 0.4
C -1.943 -1.002 0.650 3.1 0.8 -2.7
C -1.080 0.147 0.118 0.5 2.4 -3.0
C -1.435 0.429 -1.415 -0.7 2.7 1.0
C -1.029 1.537 0.813 -0.6 -3.2 5.2
O -3.865 -0.133 0.717 -0.6 0.2 -0.3
O -3.717 -1.948 -0.687 -0.3 0.4 0.0
H 3.509 -2.515 0.292 3.4 -2.2 0.3
H 3.690 -0.008 0.114 -1.6 -1.5 -0.3
H 1.392 -3.601 0.485 -0.6 -3.6 0.7
H 1.550 1.230 0.022 0.7 2.7 -0.1
H -1.703 -1.087 1.629 -0.1 -0.8 3.2
H -1.760 -0.459 -1.755 -0.4 -3.5 -1.8
H -0.664 0.874 -2.066 0.1 -0.4 0.7
H -2.367 1.006 -1.640 0.6 0.2 0.9
H -1.931 1.771 1.492 1.2 -0.7 -0.9
H -1.034 2.276 0.150 0.4 3.1 -2.9
H -0.086 1.551 1.467 -1.4 0.3 -0.8
```
Positions in Å, forces in eV/Å.

=====

No. 5
The following is a DFT calculation (ωB97M-V/def2-TZVPD) of one molecule with the formula C2H7N3 in a non-equilibrium geometry.

Results
Energy relative to the best compared isomer or geometry (same formula, charge and spin) in eV: 2.745
HOMO level in eV: -8.58
E_LUMO in eV: 0.8
F_max in eV/A: 8.7
Gap between HOMO and LUMO in eV: 9.407
SMILES: [H]/N=C(\N)NC

```
12
Properties=species:S:1:pos:R:3:forces:R:3
H -1.112 2.086 0.284 2.9 -2.1 -1.6
N -0.218 1.444 -0.096 -5.0 2.6 1.6
C -0.566 0.195 -0.087 -4.7 3.8 0.6
N -1.913 -0.462 0.080 0.2 8.3 -2.4
N 0.426 -0.592 -0.172 -0.7 -3.9 0.1
C 1.696 -0.166 0.017 2.3 2.5 4.8
H -2.774 0.134 -0.417 3.3 -2.9 1.9
H -1.876 -1.386 0.236 -0.6 -3.8 0.3
H 0.064 -1.491 -0.204 1.0 -2.5 -0.1
H 2.010 0.314 -0.784 2.0 1.9 -4.2
H 2.401 -0.852 0.372 0.7 -1.6 0.1
H 1.863 0.776 0.770 -1.3 -2.3 -1.1
```
Positions in Å, forces in eV/Å.

=====

No. 6
The following is a DFT calculation (ωB97M-V/def2-TZVPD) of an isolated ion of composition C3H7N2O and charge +1 in a non-equilibrium geometry.

Results
Energy relative to the best compared isomer or geometry (same formula, charge and spin) in eV: 2.778
HOMO level in eV: -15.40
Net charge: +1
E_LUMO in eV: -4.4
F_max in eV/A: 2.6
Gap between HOMO and LUMO in eV: 11.005
SMILES: C=[N+]=C(N)OC

```
13
Properties=species:S:1:pos:R:3:forces:R:3
C -0.352 0.130 2.231 -1.2 -0.1 0.2
N 0.332 0.145 1.194 0.2 1.1 -1.9
C 0.651 -0.469 0.030 -0.9 0.9 2.3
N 1.443 -1.518 0.094 0.8 -0.3 -0.8
O 0.418 0.007 -1.149 0.9 -0.3 -0.2
C -0.548 0.914 -1.715 -0.5 0.6 0.0
H -1.015 -0.653 2.444 -1.0 -1.6 0.0
H -0.536 0.893 2.985 1.4 0.7 -0.3
H 1.563 -2.181 0.847 -0.2 0.7 0.3
H 2.174 -1.483 -0.586 0.3 -0.7 -0.7
H -0.338 1.140 -2.780 -0.1 -1.2 0.7
H -0.662 1.878 -1.306 1.3 1.4 1.3
H -1.510 0.581 -1.412 -1.0 -1.2 -0.9
```
Positions in Å, forces in eV/Å.

=====

No. 7
The following is a DFT calculation (ωB97M-V/def2-TZVPD) of C19H22BrNTc as an isolated structure in a non-equilibrium geometry.

Results
2S+1: 4
HOMO level (alpha / beta) in eV: -5.98 / -7.77
E_LUMO (alpha / beta) in eV: 0.6 / -1.5
F_max in eV/A: 2.7
Gap between HOMO and LUMO (alpha / beta) in eV: 6.551 / 6.284

```
44
Properties=species:S:1:pos:R:3:forces:R:3
C 1.846 -1.139 -1.343 0.7 -1.7 -1.1
C 2.031 -0.301 -0.241 -0.4 0.1 1.1
C 0.945 -0.501 0.662 -0.1 -1.3 0.2
H 2.872 0.369 -0.113 -0.4 0.1 0.0
C 0.079 -1.528 0.100 0.1 0.4 1.4
C 0.701 -1.967 -1.064 0.4 -1.7 -0.1
H 0.371 -2.833 -1.634 0.3 0.4 0.5
H 2.431 -1.212 -2.270 0.0 0.0 0.9
H 0.837 -0.159 1.693 0.0 0.1 -0.6
H -0.838 -1.965 0.528 0.8 0.4 -0.1
Tc 0.142 0.107 -1.552 1.4 2.1 -0.9
Br 1.619 2.116 -2.201 0.2 0.3 -0.7
C -1.768 0.082 -2.804 0.1 -0.2 -0.6
C -1.490 -1.330 -2.833 0.7 0.5 -0.9
C -0.188 -1.510 -3.381 -1.6 0.3 -0.6
H -2.134 -2.104 -2.447 0.0 0.0 0.1
C 0.357 -0.232 -3.706 -0.8 0.2 0.0
C -0.657 0.770 -3.431 -1.0 -1.8 -0.2
H -0.658 1.775 -3.792 0.2 0.4 0.3
H -2.725 0.528 -2.551 0.3 -0.1 0.0
H 0.338 -2.449 -3.501 -0.2 0.2 -0.1
H 1.316 -0.062 -4.172 -0.1 0.1 0.0
C -1.569 -1.166 3.642 -0.2 0.6 -0.2
N -0.801 -0.015 3.189 0.5 -0.2 -0.5
C -0.344 0.760 4.351 -0.4 0.2 -0.8
C -1.628 0.779 2.243 0.2 -0.2 0.6
C -0.829 1.880 1.582 -1.1 0.5 1.1
C -0.922 3.079 2.336 0.1 -0.5 0.0
C 0.072 4.038 2.309 -1.0 -0.6 -0.1
C 1.122 3.790 1.454 0.2 0.4 0.3
C 1.173 2.652 0.685 0.7 0.1 -0.7
C 0.105 1.787 0.573 0.0 0.6 2.1
H -1.037 -1.705 4.424 0.1 -0.1 -0.2
H -1.798 -1.825 2.797 0.1 0.0 0.2
H -2.509 -0.786 4.064 -0.3 -0.3 0.2
H 0.449 1.478 4.080 -0.4 -0.3 0.1
H -1.207 1.314 4.771 0.3 0.0 0.2
H 0.031 0.050 5.079 0.2 0.1 0.2
H -2.180 0.132 1.583 0.2 -0.6 -0.5
H -2.398 1.225 2.875 -0.4 0.4 -0.1
H -1.711 3.099 3.080 0.1 0.3 0.0
H 0.026 4.851 3.017 0.2 0.3 -0.2
H 1.922 4.488 1.402 0.8 0.3 0.0
H 2.082 2.463 0.135 -0.1 0.2 0.0
```
Positions in Å, forces in eV/Å.